1.
106
Properties=species:S:1:pos:R:3 method="wB97M-V/def2-TZVPD" largest_force_ev_per_a=1.2 smiles="CCN(CC)C(=S)SCCC[C@H]1CC[C@](Cc2ccccc2)(S(C)(=O)=O)OS1(=O)=O.CCOC(=O)OC.CCOC(=O)OC.CCOC(=O)OC" charge=0 e_tot_ev=-107571.605 lumo_ev=-0.2
C -5.15468 -1.48990 -3.61333
C -3.89594 -0.70199 -3.23648
N -3.84785 0.71466 -3.62551
C -5.09676 1.45910 -3.39706
C -5.54256 1.42190 -1.94105
C -3.27959 0.96949 -4.87139
S -3.15988 -0.06246 -6.11648
S -2.60968 2.62717 -4.97771
C -1.34776 2.44740 -3.68840
C -1.55168 3.39866 -2.50609
C -0.26846 3.74928 -1.74509
C 0.23797 2.52315 -0.95875
C 1.31055 1.70307 -1.66598
C 1.63465 0.45677 -0.83327
C 2.26553 0.77606 0.51672
C 3.74443 0.33711 0.68156
C 4.21584 -0.82193 -0.16506
C 4.85278 -0.55060 -1.36650
C 5.30306 -1.56895 -2.18937
C 5.10598 -2.89094 -1.82027
C 4.48758 -3.17384 -0.61964
C 4.05503 -2.15341 0.20740
S 1.37822 0.00882 1.98794
C -0.37014 -0.09120 1.69402
O 1.82306 -1.35904 2.14381
O 1.66015 0.87302 3.10117
O 2.29623 2.19514 0.77029
S 0.99694 3.11260 0.56855
O 1.53740 4.41208 0.32098
O 0.05351 2.93672 1.62998
H -5.89159 -1.48947 -2.80788
H -5.63713 -1.09848 -4.50708
H -4.89346 -2.53129 -3.80131
H -3.77549 -0.72468 -2.14962
H -3.02526 -1.20304 -3.65366
H -5.88272 1.13619 -4.08758
H -4.88362 2.50127 -3.63491
H -5.83810 0.42878 -1.60757
H -6.38253 2.10617 -1.81939
H -4.72681 1.79146 -1.31550
H -0.37019 2.57416 -4.15991
H -1.39702 1.40713 -3.35941
H -2.03198 4.30913 -2.86773
H -2.26350 2.92680 -1.82057
H -0.51620 4.55712 -1.06035
H 0.50218 4.05693 -2.45252
H -0.62304 1.89478 -0.72411
H 2.19237 2.33705 -1.77748
H 0.96173 1.33915 -2.63114
H 2.26625 -0.19461 -1.43188
H 0.69920 -0.09234 -0.69399
H 3.94082 0.14507 1.73874
H 4.33689 1.21655 0.42282
H 5.01612 0.48189 -1.65945
H 5.80644 -1.31080 -3.11325
H 5.44561 -3.68817 -2.46980
H 4.34343 -4.20677 -0.32593
H 3.58887 -2.39466 1.14931
H -0.64961 -1.13552 1.81333
H -0.72060 0.32193 0.75459
H -0.83638 0.49006 2.49010
C -6.04279 -4.69057 1.01904
C -5.06046 -5.41026 0.12182
O -3.80031 -4.72113 0.04109
C -2.99594 -4.88248 1.09050
O -3.21697 -5.55717 2.06066
O -1.89351 -4.16226 0.87925
C -0.94823 -4.18867 1.95365
H -6.16814 -3.65712 0.69338
H -7.01211 -5.18756 0.98358
H -5.69630 -4.68437 2.05121
H -5.42311 -5.43760 -0.90380
H -4.89250 -6.43488 0.45132
H -0.69021 -5.20785 2.23053
H -1.34950 -3.66236 2.81912
H -0.06121 -3.67251 1.59529
C 6.50509 -1.94295 2.55639
C 7.38676 -2.78830 1.66594
O 8.62086 -2.12217 1.34458
C 9.54171 -2.13263 2.30435
O 9.44598 -2.66380 3.37986
O 10.60251 -1.45107 1.86876
C 11.66115 -1.33354 2.82297
H 6.33538 -0.96621 2.10017
H 5.54096 -2.42565 2.71229
H 6.97051 -1.78323 3.52831
H 6.90862 -2.96024 0.70408
H 7.60297 -3.75593 2.11852
H 11.95349 -2.31105 3.19948
H 11.35499 -0.69768 3.65202
H 12.48952 -0.87511 2.29165
C -2.97775 2.72944 3.17410
C -2.71313 4.13824 2.69304
O -3.61139 4.51535 1.62970
C -4.84130 4.84861 2.00511
O -5.26108 4.88922 3.13162
O -5.54660 5.13536 0.90669
C -6.91508 5.46665 1.15584
H -2.94224 2.03319 2.33333
H -2.21918 2.44040 3.90174
H -3.95844 2.64855 3.64158
H -1.72021 4.20048 2.26147
H -2.77985 4.85891 3.50710
H -6.99298 6.26534 1.88974
H -7.45931 4.59164 1.50790
H -7.31932 5.79523 0.20311

---

2.
95
Properties=species:S:1:pos:R:3 method="wB97M-V/def2-TZVPD" spin_multiplicity=6 largest_force_ev_per_a=10.4 de_lowest_kcal_mol=19.5 s_squared=8.8076 charge=+3 e_tot_ev=-61994.751 lumo_ev="-8.3 / -12.9"
C 2.29562 -1.21047 -1.82334
C 1.55859 0.79076 -2.81208
C 3.17678 -1.38119 -2.88776
C 2.19943 0.46937 -4.05102
C 3.10410 -0.57950 -4.03505
H 3.86829 -2.20499 -2.76622
H 2.07047 1.14962 -4.90350
H 3.78205 -0.78859 -4.86967
N 1.50755 -0.14425 -1.79107
P 0.53010 -2.19895 0.15079
P 0.25486 2.38032 -0.91255
C 2.18175 -2.21304 -0.68214
H 2.41979 -3.19535 -1.10372
H 2.96372 -1.96468 0.04948
C 1.03116 2.06264 -2.58321
H 0.84699 2.68175 -3.46489
C -1.52737 3.21592 -0.73045
C 1.67642 3.61395 -0.64050
C -0.47475 -3.40405 -0.94484
C 0.83633 -3.07038 1.81228
C -2.58626 2.32779 -0.06380
H -2.29887 2.00076 0.93840
H -3.52392 2.90100 0.03038
H -2.80094 1.44076 -0.66165
C -1.44736 4.46568 0.14496
H -1.07307 4.22695 1.14620
H -0.84744 5.26619 -0.28940
H -2.46231 4.86541 0.27206
C -2.03286 3.52612 -2.13471
H -3.01586 4.02624 -2.08724
H -1.34694 4.16600 -2.70727
H -2.19484 2.58417 -2.67228
C 1.66492 4.07890 0.81989
H 1.37911 3.27880 1.51602
H 2.68706 4.38101 1.07447
H 1.02023 4.94835 0.98167
C 3.04180 2.94368 -0.92180
H 3.13566 2.01722 -0.34534
H 3.18704 2.70796 -1.98142
H 3.86854 3.61725 -0.64083
C 1.47423 4.78068 -1.63271
H 1.11799 4.44780 -2.61066
H 0.77632 5.55062 -1.28776
H 2.44737 5.25437 -1.81351
C -0.52965 -3.40315 2.42714
H -0.36752 -3.80671 3.43744
H -1.14074 -2.49324 2.52120
H -1.08796 -4.16255 1.86964
C 1.53424 -2.10201 2.77518
H 2.50820 -1.76739 2.40015
H 0.89643 -1.23655 2.99583
H 1.71834 -2.63559 3.72059
C 1.72938 -4.32230 1.70435
H 2.65786 -4.11870 1.15770
H 2.00412 -4.62669 2.72457
H 1.22839 -5.18041 1.25088
C -0.19196 -3.09826 -2.42038
H 0.81585 -3.41658 -2.71955
H -0.90927 -3.64707 -3.04901
H -0.31561 -2.03175 -2.62174
C -1.96012 -3.19406 -0.63767
H -2.28202 -2.17878 -0.86885
H -2.54237 -3.88973 -1.25997
H -2.20536 -3.41238 0.40740
C -0.16945 -4.89769 -0.72617
H 0.89056 -5.14175 -0.86883
H -0.51850 -5.26800 0.24483
H -0.73060 -5.45882 -1.49000
Ir 0.25771 0.18035 -0.03118
C 1.68650 0.57720 1.06526
O 2.57593 0.81364 1.79944
N -1.67027 -0.19729 -1.65462
C -2.31171 -0.34644 -2.63830
C -2.62895 0.02204 -4.09528
C -1.80861 1.19570 -4.72560
C -2.14711 -1.22318 -4.86478
C -4.14269 0.38692 -4.12939
H -1.95645 2.20022 -4.30507
H -0.72155 1.01018 -4.75458
H -2.12480 1.30227 -5.77854
H -2.39317 -2.18636 -4.39194
H -2.43868 -1.28227 -5.92079
H -1.04842 -1.15805 -4.87308
H -4.43319 1.04051 -4.96916
H -4.77918 -0.50525 -4.16816
H -4.44510 0.93488 -3.21749
C -1.02332 -0.04017 5.01231
C -2.01861 0.20352 3.86302
C -1.44080 -0.02148 2.54611
N -0.95490 0.08668 1.48913
H -0.77928 -1.10763 5.10019
H -1.43478 0.28393 5.97505
H -0.09061 0.51785 4.85005
H -2.88006 -0.46588 3.96227
H -2.39064 1.23587 3.90834

---

3.
109
Properties=species:S:1:pos:R:3 method="wB97M-V/def2-TZVPD" largest_force_ev_per_a=1.4 de_lowest_kcal_mol=0.0 smiles="C[C@H]1COC(=O)O1.C[C@H]1COC(=O)O1.C[C@H]1COC(=O)O1.O=S1(=O)CCCC1.O=S1(=O)CCCC1.CC(C)=O.CC(C)=O.CC(C)=O.CC(C)=O" charge=0 e_tot_ev=-90602.536 lumo_ev=0.1
C -0.41093 2.83865 4.21252
C -0.35553 2.69234 5.71573
C 0.71925 3.42803 6.50790
O 0.01383 3.97152 7.60948
C -1.32396 3.88537 7.40110
O -2.14712 4.35797 8.11276
O -1.58432 3.18860 6.27452
H -1.35544 2.45052 3.84232
H 0.43828 2.38492 3.70000
H -0.33376 3.89496 3.93179
H -0.31501 1.62603 5.96216
H 1.26195 4.20613 5.96802
H 1.45980 2.69255 6.82696
C 2.26548 -3.64937 6.88771
C 0.92759 -3.55304 6.18908
C 0.10526 -2.26720 6.40076
O -0.37500 -1.95712 5.10087
C 0.12837 -2.82790 4.19062
O -0.10861 -2.78642 3.02802
O 1.06346 -3.61257 4.75762
H 2.08417 -3.79881 7.95443
H 2.78177 -2.69415 6.78893
H 2.83470 -4.49936 6.52481
H 0.30478 -4.41118 6.46036
H 0.64974 -1.41786 6.80999
H -0.71396 -2.54952 7.06353
C -1.05916 0.27612 1.79117
C -0.68190 -0.44179 0.52375
C -1.55971 -0.17918 -0.71554
O -0.63995 0.21048 -1.74174
C 0.59019 0.36880 -1.21844
O 1.49933 0.84040 -1.83879
O 0.59690 0.08293 0.07873
H -0.29646 0.05516 2.54253
H -2.01744 -0.04087 2.19451
H -1.00032 1.35868 1.66063
H -0.61123 -1.51015 0.72227
H -2.27761 0.62528 -0.54038
H -2.09034 -1.04687 -1.09993
C -0.80939 -5.25587 -0.74562
C -1.96737 -4.28756 -0.69944
O -1.94135 -3.31637 0.02913
C -3.15301 -4.51005 -1.60631
H -0.52183 -5.33098 -1.79338
H -1.08823 -6.22142 -0.31864
H -0.03157 -4.86626 -0.09193
H -2.99260 -5.29518 -2.34118
H -3.47141 -3.58500 -2.08067
H -3.95625 -4.80552 -0.92273
C 3.85184 -0.98362 -0.29986
C 3.84312 -2.36590 0.31380
O 4.77127 -3.12501 0.16152
C 2.59850 -2.67128 1.09358
H 4.86784 -0.61526 -0.43092
H 3.18935 -0.29732 0.22162
H 3.46548 -1.10018 -1.31614
H 2.54773 -2.00505 1.96068
H 2.48039 -3.68497 1.46601
H 1.75670 -2.38518 0.45753
C 0.45519 -3.03995 -3.94579
C 1.72536 -2.35330 -3.52250
O 2.37599 -2.79389 -2.60130
C 2.13217 -1.07274 -4.21819
H -0.30467 -2.91058 -3.17045
H 0.63023 -4.10365 -4.11276
H -0.04300 -2.67555 -4.84454
H 1.25942 -0.46872 -4.46547
H 2.61096 -1.36951 -5.15786
H 2.83761 -0.52505 -3.60382
C -3.65480 4.34415 0.82978
C -4.15050 3.10078 0.13179
O -3.97486 2.01208 0.63235
C -4.62885 3.22324 -1.29535
H -3.16532 4.07002 1.76372
H -4.49219 4.99398 1.10431
H -2.96008 4.94628 0.24490
H -5.59789 3.71521 -1.37915
H -4.80278 2.19429 -1.61909
H -3.84090 3.66937 -1.89814
C 4.74749 2.16229 -2.68903
C 3.86571 3.24577 -2.06194
C 4.78660 4.18897 -1.29440
S 6.34836 4.22283 -2.21129
O 7.43187 3.87722 -1.31380
O 6.38968 5.44720 -2.98684
C 5.95124 2.84431 -3.30264
H 4.17378 1.54868 -3.38323
H 5.09022 1.45030 -1.93091
H 3.13969 2.75020 -1.41725
H 3.27876 3.76051 -2.82396
H 5.02748 3.80157 -0.30294
H 4.44516 5.20963 -1.14057
H 6.85135 2.28245 -3.54510
H 5.68869 3.33323 -4.24728
C -4.87889 0.72040 -4.20269
C -5.29920 0.04628 -5.51586
C -4.01291 -0.29014 -6.26398
S -2.71913 -0.62293 -5.04408
O -1.56720 0.21558 -5.23356
O -2.54294 -2.05236 -4.89785
C -3.71131 -0.04388 -3.60201
H -5.71364 0.74929 -3.50163
H -4.52352 1.74084 -4.35633
H -5.92726 0.72570 -6.08821
H -5.86950 -0.86115 -5.31631
H -3.69728 0.57275 -6.85493
H -4.06930 -1.12136 -6.96411
H -3.06140 0.58896 -2.99986
H -3.93999 -0.93377 -3.01773

---

4.
115
Properties=species:S:1:pos:R:3 method="wB97M-V/def2-TZVPD" largest_force_ev_per_a=3.2 smiles="C[C@H]1COC(=O)O1.C[C@H]1COC(=O)O1.C[C@H]1COC(=O)O1.C[C@H]1COC(=O)O1.C[C@H]1COC(=O)O1.C[C@H]1COC(=O)O1.C[C@H]1COC(=O)O1.CO.CO.CO.CO" charge=0 e_tot_ev=-85311.808 lumo_ev=0.5
C -4.27170 -2.29151 -1.91254
O -2.93643 -1.76433 -2.06246
H -4.62124 -2.75198 -2.84899
H -4.31885 -2.94281 -1.07827
H -4.90702 -1.40290 -1.72983
H -2.92530 -0.92417 -1.67815
C 4.05163 0.00300 -0.77676
O 3.37760 1.23147 -1.00627
H 3.33292 -0.81947 -0.86169
H 4.81704 -0.13531 -1.62028
H 4.51342 0.00380 0.18556
H 2.76391 1.37706 -0.26231
C -1.81497 1.58145 -0.07027
O -2.40739 0.30181 -0.30880
H -0.81946 1.49879 0.35578
H -1.59255 1.99791 -1.07825
H -2.42892 2.14481 0.54838
H -2.51595 -0.09180 0.57283
C 4.31018 3.20290 -3.48583
O 3.62067 3.68534 -2.30981
H 4.38301 2.12582 -3.43806
H 3.72519 3.34410 -4.33483
H 5.29775 3.61139 -3.53696
H 3.57229 2.83836 -1.71763
C 4.30576 -2.56459 3.72087
C 2.85936 -2.34387 3.15670
C 2.03498 -1.56100 4.13249
O 1.34005 -0.57029 3.18617
C 1.89665 -0.59613 2.00550
O 1.41859 -0.02732 1.07006
O 2.95437 -1.48726 1.94522
H 4.93474 -3.25293 3.10711
H 4.28972 -2.87005 4.76060
H 4.73451 -1.55377 3.71212
H 2.29959 -3.22188 2.89339
H 2.63697 -0.96332 4.85876
H 1.28378 -2.18318 4.62776
C -3.82930 -1.02844 6.20741
C -3.23553 0.21070 5.63341
C -1.79723 -0.00019 5.28810
O -1.77157 -0.10389 3.81163
C -2.98455 0.11648 3.35590
O -3.41904 -0.01581 2.26417
O -3.84853 0.47412 4.33745
H -3.59869 -1.77553 5.41246
H -4.89992 -0.97099 6.29099
H -3.33543 -1.29287 7.10481
H -3.38542 1.09602 6.28346
H -1.46418 -0.95111 5.67500
H -1.11714 0.75495 5.60534
C 3.32795 2.30776 2.48029
C 2.32072 2.85184 3.48348
C 0.86155 2.74801 3.17082
O 0.33086 2.98860 4.50021
C 1.16797 2.35061 5.34153
O 0.81744 1.99617 6.43890
O 2.37637 2.11972 4.70577
H 4.28639 2.58872 2.86732
H 3.25108 2.71273 1.43562
H 3.32676 1.22414 2.41238
H 2.57990 3.95648 3.58616
H 0.55896 1.75357 2.82736
H 0.61306 3.46396 2.42823
C 0.36484 0.50031 -3.79411
C -1.06230 0.07195 -4.15033
C -2.24099 1.10696 -3.92553
O -2.85730 1.12341 -5.24279
C -2.19339 0.40509 -6.18590
O -2.50337 0.37831 -7.34516
O -1.11063 -0.14409 -5.60270
H 0.51560 1.07587 -2.84769
H 0.67634 1.18851 -4.59608
H 1.13961 -0.20566 -3.78118
H -1.26050 -0.87965 -3.64799
H -1.68961 2.05944 -3.73146
H -2.99005 0.85760 -3.14638
C 1.40041 7.04657 -3.10339
C 0.45007 6.09787 -2.37896
C 0.14976 4.79263 -3.05773
O 0.04242 3.89902 -1.99017
C 0.65645 4.40677 -0.90972
O 0.80142 3.79755 0.12711
O 1.01733 5.64544 -1.10696
H 0.89749 7.34871 -4.03404
H 2.32649 6.44030 -3.30722
H 1.69455 7.92488 -2.55257
H -0.51541 6.58705 -2.17726
H 0.99189 4.50482 -3.77130
H -0.72811 4.77776 -3.72718
C -0.67367 -2.95833 0.32352
C -1.33598 -2.49499 1.54488
C -2.57908 -3.20636 1.95800
O -2.32482 -3.27426 3.42847
C -0.98494 -3.24998 3.65838
O -0.45853 -3.64883 4.67046
O -0.33310 -2.82862 2.58055
H 0.33660 -2.61059 0.24937
H -1.11596 -2.74042 -0.61269
H -0.65051 -4.07503 0.38717
H -1.38190 -1.38424 1.59881
H -2.73704 -4.21535 1.55263
H -3.52883 -2.64904 1.82500
C -0.08363 -6.03143 -5.02337
C -0.35473 -4.68676 -4.29671
C -1.60621 -3.91618 -4.69624
O -2.56962 -4.34182 -3.66089
C -1.87856 -4.73485 -2.57739
O -2.39482 -4.99302 -1.54068
O -0.55662 -4.83920 -2.84314
H 0.28528 -5.82236 -6.04629
H -0.99598 -6.63707 -5.02347
H 0.61690 -6.59607 -4.43068
H 0.60478 -4.11282 -4.38847
H -2.05223 -4.08089 -5.73515
H -1.54724 -2.88280 -4.58492

---

> Which of these has the highest charge?

C32H56IrN3OP2